Entry 1:
Entry from the OMol25 dataset: a structure of composition C7H25N12O9Pb at a distorted geometry (ωB97M-V/def2-TZVPD).

```
54
Properties=species:S:1:pos:R:3:forces:R:3
Pb -0.497924 -0.769618 -2.723423 0.6 0.2 1.1
O -0.157964 0.308582 1.610657 0.0 -0.6 -0.6
C -0.285774 -0.007048 0.300157 -2.4 -2.3 -0.7
O -0.147794 0.859032 -0.532393 1.1 2.9 -1.9
O -0.762824 -1.135768 -0.029893 0.9 -0.4 0.6
H -0.432304 -0.536858 1.973377 0.0 -0.5 1.0
C 3.346606 2.748762 -0.002973 2.2 3.7 1.0
O 3.949156 3.807002 0.066497 1.0 -0.2 -0.2
N 2.138856 2.690232 -0.364353 -6.9 0.9 -2.7
N 3.689666 1.600732 0.461507 4.6 -4.1 1.9
H 1.735006 3.611222 -0.458143 -0.5 -0.3 -0.1
H 1.598736 1.871432 -0.123683 -0.3 0.7 -0.3
H 3.282596 0.706342 0.228137 0.1 0.4 -0.3
H 4.690726 1.601282 0.595627 0.2 -0.7 0.3
C -4.583134 -3.075308 0.113927 -6.0 2.0 0.2
O -5.461744 -2.367798 -0.286843 -1.8 1.9 -2.0
N -3.397824 -3.137838 -0.299163 8.4 0.7 -3.0
N -4.773014 -3.879018 1.086397 -0.2 -3.4 4.4
H -3.093344 -2.474888 -0.997663 -0.4 0.0 0.2
H -2.748374 -3.162178 0.473957 0.6 -0.2 -0.5
H -5.673454 -3.999328 1.527797 0.4 0.2 0.1
H -3.886944 -4.159648 1.481657 -1.0 -1.1 0.8
C -1.030614 2.778172 -3.768623 0.8 0.7 -1.2
O -0.646814 1.628562 -3.568483 0.0 -3.1 -0.5
N -0.961904 3.642342 -2.837113 0.2 3.1 5.0
N -1.367364 3.385462 -4.885363 -0.5 -1.6 -3.3
H -0.483514 3.387532 -1.984873 -0.2 0.2 -0.1
H -1.070724 4.618502 -3.072413 0.2 -0.2 0.6
H -1.575694 4.370842 -4.961013 0.1 -0.4 0.0
H -1.178254 2.857442 -5.725323 -0.4 0.4 -0.2
C -2.056544 3.155142 2.162407 5.9 -3.4 2.1
O -2.598844 4.166132 2.485037 -3.4 5.4 2.1
N -0.978004 2.648862 2.722217 0.9 0.2 2.4
N -2.323284 2.584782 1.082167 -3.5 -0.9 -4.9
H -0.668094 2.889452 3.652897 0.0 0.2 -0.1
H -0.750634 1.731772 2.365347 0.4 -0.2 0.3
H -1.611454 2.048522 0.606957 -0.1 0.1 -0.6
H -3.096074 3.065892 0.644647 -0.2 -0.8 -1.2
C 1.512416 -3.763718 -1.553973 2.3 -1.0 0.4
O 1.013066 -3.113148 -2.435813 -3.1 3.3 -2.5
N 2.343176 -4.742698 -1.865303 0.7 -2.1 -2.8
N 1.613256 -3.527698 -0.299503 -1.1 1.0 3.7
H 2.506666 -5.556328 -1.289643 -0.1 0.1 -0.2
H 2.281386 -4.849188 -2.867773 0.6 -0.9 0.0
H 2.254866 -4.182208 0.124817 -0.3 0.9 1.1
H 1.014716 -2.877998 0.190137 0.3 -0.2 0.1
C 2.675346 -1.278858 2.379237 3.4 -2.5 -1.0
O 3.348396 -2.134698 1.854317 1.1 -1.2 -1.3
N 3.132376 -0.077838 2.613957 0.7 2.7 0.4
N 1.524086 -1.549968 2.866637 -6.2 0.4 2.2
H 2.473706 0.671102 2.773157 0.7 0.2 0.0
H 4.062016 0.087962 2.255677 -0.4 0.4 0.2
H 1.038116 -2.428688 2.975157 0.8 0.0 -0.2
H 1.075266 -0.734788 3.259257 -0.2 -0.7 0.6
```
Positions in Å, forces in eV/Å.

Summary:
LUMO level (alpha / beta) ... -8.045 / -11.244 eV
Multiplicity ... 2
Charge ... +2
Kohn-Sham gap (alpha / beta) ... 5.778 / 2.580 eV
DFT total energy ... -1808.2649 Eh
Largest force on an atom ... 0.1743 hartree/bohr

***

Entry 2:
Entry from the OMol25 dataset: a cluster of 7 separate species, C7H25NO6 in total at a distorted geometry (ωB97M-V/def2-TZVPD).

```
39
Properties=species:S:1:pos:R:3:forces:R:3
C -0.495542 -2.819277 0.412613 -1.8 -1.2 1.1
C -1.399809 -2.083158 1.450362 0.3 1.0 -1.0
N -3.304355 0.134322 1.524124 1.6 0.1 -0.2
C -1.907076 0.340955 1.689299 -1.7 -0.3 0.3
C -0.977956 -0.625110 1.688332 -0.1 0.5 -0.7
C 0.443878 -0.237652 1.758359 0.0 0.0 0.8
C 0.943974 0.987559 1.964634 -0.6 -0.2 -0.9
C 2.437731 1.189133 2.011117 0.5 -1.0 -0.3
H -1.000740 -2.831000 -0.551525 0.5 0.6 -0.2
H -0.485905 -3.891418 0.669949 0.4 0.3 0.1
H 0.491944 -2.426005 0.428697 0.4 0.2 -0.3
H -1.510762 -2.579187 2.403977 0.3 -0.4 0.3
H -2.391357 -2.078272 0.986844 0.1 0.0 0.2
H -3.815461 0.860521 1.994259 -0.5 -0.4 0.1
H -3.561160 -0.825038 1.679487 -0.6 0.2 0.2
H -1.776196 1.398431 1.895957 0.8 -0.1 -0.2
H 1.147144 -1.059652 1.764082 0.2 -0.2 -0.2
H 0.189228 1.766175 2.021740 0.5 0.5 0.1
H 2.725993 0.529922 2.834470 0.7 0.4 0.0
H 2.951564 2.145072 2.086246 -0.8 0.4 0.6
H 2.923102 0.808503 1.093380 -0.4 -0.3 0.2
H -2.091886 -0.673449 -2.925150 0.3 0.0 -0.1
H -1.312977 -1.972583 -3.043411 0.2 0.3 -0.1
O -2.150994 -1.564910 -3.271533 -0.8 -0.5 0.2
H 1.841815 3.012986 0.523392 -0.6 0.1 0.1
H 1.022209 3.999537 -0.444111 -0.2 -0.3 0.4
O 1.868504 3.602172 -0.230810 0.9 0.4 -0.4
H -2.063503 2.194143 -2.732427 0.0 0.1 0.0
H -1.636007 1.913754 -1.299896 -0.1 0.0 0.0
O -1.344031 2.346204 -2.110667 -0.1 -0.1 0.2
H 0.245986 0.679647 -3.688559 -0.2 0.0 0.6
H 0.949730 -0.509242 -4.150687 -0.1 -0.4 0.2
O 0.180303 -0.284067 -3.611144 0.5 0.5 -0.7
H 0.826989 1.769214 -1.645132 0.1 0.4 0.2
H 2.277850 2.298456 -2.007950 -0.4 0.3 0.5
O 1.573388 1.689845 -2.236071 0.5 -0.8 -1.1
H 3.181840 -1.841580 0.646058 0.2 0.0 0.0
H 2.036052 -2.637007 0.080920 0.6 -0.3 -0.1
O 2.966492 -2.727942 0.340776 -0.4 0.2 0.0
```
Positions in Å, forces in eV/Å.

Summary:
LUMO level ... 0.232 eV
Charge ... 0
Kohn-Sham gap ... 8.118 eV
DFT total energy ... -787.8219 Eh
Largest force on an atom ... 0.0481 hartree/bohr
Structure (SMILES) ... C/C=C/C(=C/N)CC.O.O.O.O.O.O

***

Entry 3:
Entry from the OMol25 dataset: a cluster of 6 separate species, C7H26N11O6 in total (ωB97M-V/def2-TZVPD).

```
50
Properties=species:S:1:pos:R:3:forces:R:3
C 2.330558 0.733653 -0.576079 -0.2 -0.1 -0.2
C 1.172642 -0.261851 -0.311468 -0.1 0.2 0.0
N 0.081877 0.206163 0.492188 0.1 -0.4 -0.1
O -0.950816 0.669521 -0.497912 -0.1 0.0 -0.3
H 2.001886 1.524682 -1.258371 0.0 0.0 0.1
H 2.666544 1.204834 0.348011 0.0 -0.1 0.0
H 3.169575 0.207383 -1.058998 0.0 0.2 0.0
H 1.613364 -1.160935 0.177312 0.0 0.1 0.0
H 0.800219 -0.591991 -1.302118 0.1 -0.2 0.0
H -0.833487 1.620364 -0.566571 0.0 0.0 0.1
C -3.374548 -2.364575 -0.918684 0.0 0.1 0.2
O -4.425922 -2.981617 -0.740663 0.0 -0.1 0.0
N -3.151060 -1.111809 -0.499416 -0.1 0.1 -0.2
N -2.318550 -2.933058 -1.599568 -0.1 0.1 -0.5
H -2.282248 -0.593253 -0.644280 0.1 0.2 0.4
H -3.886115 -0.655820 0.009814 0.1 0.1 0.1
H -2.433866 -3.870823 -1.931215 0.0 0.0 0.1
H -1.434867 -2.466118 -1.710271 0.0 0.0 0.2
C 5.544391 3.297006 2.616150 0.0 0.0 0.0
O 4.826611 3.170763 1.643886 0.0 0.0 0.0
N 5.369259 4.322647 3.518184 0.0 0.1 0.0
N 6.576295 2.448676 2.894296 0.0 0.0 -0.2
H 5.933458 4.441442 4.336427 0.0 0.0 0.0
H 4.601586 4.944064 3.349754 0.0 0.0 0.0
H 6.707350 1.657059 2.282066 0.0 -0.2 0.1
H 7.182171 2.560276 3.683222 0.0 0.0 0.0
C -5.891034 0.539019 1.999501 0.0 0.0 -0.1
O -4.729183 0.752120 2.281596 -0.1 0.0 0.0
N -6.870716 1.490125 2.161516 0.0 0.0 0.1
N -6.323493 -0.654722 1.494739 0.1 -0.1 0.1
H -7.831405 1.340721 1.922991 0.0 0.0 0.0
H -6.580306 2.382010 2.513811 0.0 0.0 0.0
H -5.640441 -1.377135 1.337131 0.0 0.0 -0.1
H -7.274779 -0.832642 1.237909 0.0 0.0 -0.1
C 5.786342 -1.159733 1.577357 -0.2 -0.2 0.2
O 6.768352 -0.448424 1.763166 0.0 0.2 -0.1
N 5.020266 -1.126448 0.461393 0.4 0.0 -0.2
N 5.398029 -2.079281 2.514977 0.1 -0.1 0.0
H 4.201763 -1.691662 0.328900 -0.1 0.1 0.1
H 5.199017 -0.400946 -0.208804 -0.1 0.1 0.1
H 5.926724 -2.118039 3.364437 0.0 0.0 0.0
H 4.573732 -2.641119 2.418755 -0.1 0.1 0.0
C -3.469577 -0.296808 -5.129192 0.0 -0.1 0.0
O -3.654507 0.727267 -5.768673 0.0 0.0 0.0
N -3.817936 -1.530188 -5.628227 0.1 0.0 -0.1
N -2.918198 -0.325658 -3.889627 0.1 0.1 0.0
H -3.702511 -2.379976 -5.109867 0.0 0.0 0.0
H -4.236555 -1.554283 -6.537313 0.0 0.0 0.0
H -2.652011 0.544968 -3.466866 0.0 0.0 0.0
H -2.767863 -1.175851 -3.375292 -0.1 0.0 0.1
```
Positions in Å, forces in eV/Å.

Summary:
LUMO level ... 2.679 eV
Charge ... -1
Kohn-Sham gap ... 4.761 eV
DFT total energy ... -1336.2180 Eh
Largest force on an atom ... 0.0090 hartree/bohr

***

Entry 4:
Entry from the OMol25 dataset: a cluster of 9 separate species, C7H26O8 in total at a distorted geometry (ωB97M-V/def2-TZVPD).

```
41
Properties=species:S:1:pos:R:3:forces:R:3
C 2.529635 2.796516 1.125523 0.5 -0.7 -0.3
C 1.259947 3.101792 0.426207 -1.9 -0.5 1.6
C 0.330489 3.869654 1.110824 0.1 0.2 -0.4
C -0.418341 1.870804 -0.947845 -0.1 -0.5 0.3
C 0.816749 2.438366 -0.752566 1.2 0.5 -0.1
C -2.097640 1.259131 -2.587786 0.0 -1.1 1.3
C -0.815652 1.223101 -2.159178 0.3 1.0 -0.8
H 2.611561 3.405086 2.010296 0.4 0.3 0.1
H 2.547370 1.743385 1.449738 -0.4 0.1 0.0
H 3.400824 2.822337 0.491566 0.5 0.5 -0.2
H -0.664940 4.053067 0.744292 -0.2 -0.2 -0.3
H 0.573437 4.449256 1.989696 0.3 -0.1 0.1
H -1.023897 1.802960 -0.044856 -0.5 0.6 -0.6
H 1.592207 2.389475 -1.497897 0.1 -0.5 -0.5
H -2.419175 0.900527 -3.563363 0.1 0.3 0.2
H -2.814218 1.471340 -1.803329 -0.5 0.3 -0.4
H -0.048374 0.995034 -2.882834 0.3 -0.1 0.0
H 1.458394 -3.004781 -1.636099 0.0 -0.8 1.3
H 2.076265 -1.879083 -2.139656 0.8 1.5 -0.8
O 2.062719 -2.305039 -1.297427 -0.8 -0.7 -0.6
H -2.926113 -0.930801 3.229032 -0.2 0.0 -0.3
H -3.605729 0.229655 2.547484 0.2 1.3 -0.1
O -3.705764 -0.686959 2.713980 -0.5 -1.5 0.3
H -0.719631 -3.638853 -2.012558 0.8 -1.0 0.6
H -0.171579 -4.914186 -1.280068 -0.2 -0.2 0.1
O 0.084863 -4.062026 -1.631966 -0.7 0.8 -1.0
H -1.437105 0.776034 1.166873 -0.4 -0.7 0.8
H -0.687062 1.111426 2.409578 0.6 0.1 0.6
O -1.541079 0.791164 2.135874 0.1 0.4 -1.1
H 1.809912 -2.013732 0.532225 0.7 0.3 1.7
H 2.522634 -1.996266 2.023724 -0.7 0.0 -1.3
O 1.770919 -1.679261 1.473318 -0.1 -0.1 -0.5
H -3.847459 -1.136893 -0.598391 0.0 0.0 -0.1
H -4.181668 -1.436261 0.825817 0.1 0.0 1.0
O -4.145181 -1.850503 -0.031774 -0.4 -0.1 -0.8
H -1.297375 -1.999681 -1.080730 0.2 0.1 -1.5
H -0.525927 -1.914441 0.215936 0.4 -0.2 0.2
O -1.403289 -2.017584 -0.154375 -0.4 0.5 1.5
H 4.783677 -1.416893 -0.130952 0.9 0.8 0.4
H 3.792525 -2.348280 -0.543446 0.0 -0.8 0.6
O 4.473066 -2.268584 0.155113 -0.7 0.0 -0.8
```
Positions in Å, forces in eV/Å.

Summary:
LUMO level (alpha / beta) ... -5.154 / -7.957 eV
Multiplicity ... 2
Charge ... +1
Kohn-Sham gap (alpha / beta) ... 7.570 / 4.767 eV
DFT total energy ... -883.8209 Eh
Largest force on an atom ... 0.0488 hartree/bohr